[1]
Formula: C66H104BCl4N11O13
Source: OMol25
Level of theory: ωB97M-V/def2-TZVPD

```
199
Properties=species:S:1:pos:R:3:mulliken_charge:R:1
C -3.4613 2.6258 -2.3342 -1.414
C -2.0696 2.0482 -2.6494 -0.373
C -1.6193 1.2482 -1.4761 -0.626
C -0.1711 0.7442 -1.6081 -1.276
N 0.4927 0.2412 -0.2762 0.776
C 0.7605 1.4580 0.6571 -0.598
C 2.2449 1.7336 0.6154 -0.637
C 2.7436 0.9456 -0.6028 -0.898
C 1.9114 -0.2837 -0.4947 -0.813
C -0.4250 -0.8055 0.3944 -1.040
C -0.4766 -2.1455 -0.3116 -0.256
C -1.4336 -3.1285 0.3637 -1.404
H -3.8209 3.2632 -3.1421 0.434
H -3.3308 3.2691 -1.4640 0.327
H -4.2615 1.9040 -2.1706 0.340
H -1.3685 2.7976 -3.0166 0.410
H -2.1743 1.3448 -3.4755 0.253
H -2.3153 0.4111 -1.4219 0.281
H -1.7997 1.7899 -0.5476 0.593
H 0.5434 1.4708 -1.9950 0.484
H -0.1746 0.0340 -2.4349 0.507
H 0.5134 1.2512 1.6984 0.244
H 0.1149 2.3104 0.4459 0.411
H 2.7644 1.4583 1.5332 0.372
H 2.4140 2.8097 0.6563 0.381
H 3.8207 0.7948 -0.5297 0.514
H 2.6852 1.5247 -1.5244 0.340
H 2.1610 -0.8554 0.3992 0.514
H 1.9852 -0.8710 -1.4100 0.388
H -1.4054 -0.3382 0.4865 0.474
H 0.0365 -0.9777 1.3668 0.522
H 0.5053 -2.5949 -0.4599 0.339
H -0.6429 -1.9797 -1.3760 0.324
H -1.8755 -3.9192 -0.2425 0.402
H -2.3266 -2.5872 0.6763 0.349
H -1.0230 -3.6518 1.2272 0.338
O -3.3830 8.4776 0.7443 -0.632
C -2.3770 7.7420 0.6314 0.527
O -1.4586 7.8369 -0.3695 -0.420
B -0.3289 6.8864 -0.0583 0.872
O -0.9468 6.0226 1.0001 -0.322
C -2.0193 6.5515 1.5345 0.591
O -2.7069 6.1128 2.4506 -0.683
O 0.8484 7.6400 0.4215 -0.540
C 1.8539 7.5037 -0.3937 0.548
O 2.9751 8.0048 -0.3144 -0.635
C 1.4228 6.3842 -1.4169 0.588
O 0.1757 6.0065 -1.1154 -0.246
O 2.0879 5.8584 -2.2905 -0.665
N 3.8238 -3.3211 4.1563 0.133
C 4.9851 -2.5700 4.1427 -0.477
C 4.6085 -1.2847 4.5408 -0.557
C 3.2672 -1.3269 4.9629 -0.732
C 2.7998 -2.5997 4.6826 -0.467
H 3.7776 -4.2931 3.8860 0.152
H 5.8690 -3.0815 3.7913 0.442
H 5.2641 -0.4312 4.6307 0.487
H 2.7073 -0.4923 5.3584 0.485
H 1.8404 -3.0937 4.6386 0.536
N -10.9756 4.7643 -1.6466 0.010
C -10.3501 4.2927 -2.7768 -0.693
C -9.2618 5.1159 -2.9807 -0.274
C -9.1569 6.0326 -1.9966 -0.276
C -10.3074 5.8729 -1.2507 -0.556
H -11.7342 4.2728 -1.1960 0.211
H -10.7470 3.4773 -3.3632 0.382
H -8.5133 4.9911 -3.7492 0.403
H -8.3569 6.7200 -1.7647 0.427
H -10.6327 6.3946 -0.3628 0.371
N 0.6861 -6.0063 -3.9528 0.105
C 1.2124 -7.2298 -3.7250 -0.614
C 2.5618 -6.9627 -3.2532 -0.485
C 2.8045 -5.6309 -3.4489 -0.415
C 1.6668 -5.0089 -3.8605 -0.554
H -0.2600 -5.8136 -4.2490 0.178
H 0.6120 -8.1190 -3.8488 0.391
H 3.3640 -7.5909 -2.8952 0.405
H 3.7559 -5.1214 -3.4092 0.461
H 1.4541 -3.9721 -4.0751 0.541
N 9.6866 -3.8129 -0.7936 -0.009
C 8.5681 -3.6379 -1.5878 -0.607
C 7.8012 -2.6399 -1.0190 -0.396
C 8.3502 -2.3038 0.2203 -0.319
C 9.6127 -2.9816 0.3241 -0.601
H 10.4395 -4.4788 -0.8928 0.200
H 8.4658 -4.2477 -2.4733 0.420
H 6.8322 -2.2722 -1.3228 0.457
H 7.8669 -1.7282 0.9958 0.495
H 10.3712 -2.9613 1.0925 0.363
N 3.5981 -8.0085 3.7325 0.030
C 2.5629 -7.5323 3.0218 -0.539
C 3.0168 -7.2042 1.7977 -0.490
C 4.3698 -7.3629 1.7852 -0.415
C 4.7302 -7.9718 2.9743 -0.604
H 3.4624 -8.4963 4.6064 0.217
H 1.6241 -7.4702 3.5521 0.494
H 2.3957 -6.9066 0.9658 0.501
H 5.0607 -7.0245 1.0272 0.429
H 5.6762 -8.2950 3.3831 0.375
N -3.7954 0.8170 3.9571 0.129
C -2.6716 1.2128 4.5893 -0.773
C -2.1075 0.0687 5.1732 -0.422
C -2.9486 -0.9621 4.8462 -0.387
C -3.9544 -0.5225 4.0644 -0.677
H -4.5217 1.4324 3.6197 0.179
H -2.3894 2.2533 4.6526 0.518
H -1.2393 0.0268 5.8142 0.494
H -2.8513 -1.9722 5.2158 0.501
H -4.8420 -1.0044 3.6817 0.441
N -0.5536 -5.5446 9.2132 0.009
C -0.9151 -6.8545 9.1205 -0.464
C -1.2919 -7.1837 7.8568 -0.586
C -0.9037 -6.1093 7.0359 -0.287
C -0.4708 -5.1198 7.9325 -0.526
H -0.4718 -4.9876 10.0518 0.223
H -0.9950 -7.3938 10.0528 0.368
H -1.7669 -8.0951 7.5248 0.381
H -0.9905 -5.9627 5.9695 0.450
H -0.2637 -4.0811 7.7212 0.434
N -3.6086 8.8866 -7.1242 0.010
C -4.9412 8.7878 -6.8521 -0.355
C -5.0614 8.3636 -5.5124 -0.540
C -3.7957 8.0959 -5.0908 -0.274
C -2.9029 8.3927 -6.0574 -0.668
H -3.1895 9.2600 -7.9638 0.196
H -5.5958 9.1337 -7.6384 0.365
H -6.0113 8.1296 -5.0550 0.430
H -3.6702 7.6078 -4.1356 0.452
H -1.8253 8.4616 -6.0388 0.387
N -7.4031 3.6446 2.1645 0.078
C -8.0444 2.5512 1.6073 -0.741
C -8.3973 1.6877 2.6036 -0.198
C -7.9702 2.2469 3.8298 -0.607
C -7.3233 3.5022 3.4757 -0.451
H -6.9754 4.4458 1.7226 0.221
H -8.1924 2.5136 0.5382 0.462
H -8.8779 0.7243 2.5187 0.420
H -8.0479 1.7574 4.7894 0.386
H -6.8906 4.3580 3.9724 0.431
N 6.6607 5.6375 3.0421 0.025
C 7.6038 5.6567 2.0231 -0.538
C 8.1112 4.3720 1.8980 -0.373
C 7.5129 3.6079 2.8814 -0.422
C 6.6131 4.3940 3.5269 -0.499
H 6.1255 6.4697 3.2448 0.217
H 7.7720 6.6024 1.5294 0.367
H 8.7910 3.9720 1.1603 0.394
H 7.6252 2.5375 2.9719 0.395
H 5.7998 4.2226 4.2166 0.438
C -7.9566 -3.3539 -1.9340 0.305
Cl -9.2653 -3.5107 -3.1527 -0.089
Cl -6.8635 -4.7783 -1.7941 -0.071
Cl -6.9872 -1.9150 -2.4027 -0.059
Cl -8.7649 -3.1060 -0.3183 -0.089
C 1.3557 5.2257 5.5390 -0.893
C 1.7760 4.9008 6.9700 -0.335
O 0.9446 3.8362 7.4893 -0.505
H 2.1535 5.7490 5.0118 0.320
H 0.4395 5.8098 5.4520 0.338
H 1.1647 4.3339 4.9421 0.242
H 1.8103 5.8263 7.5446 0.278
H 2.7936 4.5195 7.0551 0.257
H 0.1441 4.3074 7.7316 0.302
C -3.1116 -2.0899 -6.7008 -0.989
C -3.8197 -3.4330 -6.5361 -0.183
O -2.9185 -4.2304 -5.8233 -0.499
H -3.8776 -1.3648 -6.9757 0.347
H -2.3749 -2.0580 -7.5035 0.304
H -2.6180 -1.6991 -5.8111 0.200
H -4.0399 -3.9386 -7.4763 0.283
H -4.7465 -3.3913 -5.9640 0.248
H -3.2683 -5.1245 -5.8195 0.290
C -3.9606 -9.9875 0.7673 -1.091
C -2.5393 -9.5029 0.3933 -0.146
O -1.9879 -8.8668 1.5262 -0.482
H -4.5564 -9.0928 0.9481 0.256
H -4.0856 -10.7359 1.5499 0.311
H -4.4469 -10.4872 -0.0706 0.354
H -2.6847 -8.7780 -0.4076 0.188
H -1.8364 -10.2293 -0.0147 0.332
H -1.0343 -8.9156 1.4264 0.278
C 3.1933 2.0828 -6.8910 -0.944
C 2.4850 0.7799 -6.4524 -0.215
O 3.2806 -0.0200 -5.5961 -0.496
H 4.1079 1.7757 -7.3984 0.283
H 3.4815 2.6915 -6.0340 0.259
H 2.6170 2.5638 -7.6814 0.334
H 2.2847 0.1710 -7.3339 0.265
H 1.5199 0.9661 -5.9812 0.238
H 4.1264 -0.2851 -5.9648 0.277
C 9.2202 0.9275 -3.9711 -0.964
C 7.9947 1.4894 -4.7319 -0.212
O 7.6731 0.6969 -5.8275 -0.527
H 9.1397 1.0517 -2.8912 0.291
H 10.1690 1.3661 -4.2803 0.322
H 9.2673 -0.1415 -4.1790 0.285
H 8.1742 2.5197 -5.0392 0.251
H 7.1497 1.5863 -4.0502 0.263
H 8.4102 0.8023 -6.4334 0.288
```

Summary:
highest occupied orbital energy = -0.285 Eh
LUMO energy = -0.536 eV
spin multiplicity = 1
charge = 0
max |F| = 4.2 eV/A
gap between HOMO and LUMO = 7.21 eV

[2]
Formula: C3H9N3
Source: OMol25
Level of theory: ωB97M-V/def2-TZVPD

```
15
Properties=species:S:1:pos:R:3:mulliken_charge:R:1
H 3.6635 -0.6012 1.1999 0.240
N 3.1452 0.2865 1.0784 -0.689
C 2.0944 0.0950 0.3788 0.186
N 1.4616 1.1782 -0.1757 -0.471
H 1.7684 -0.9238 0.1064 0.272
H 0.4618 1.1148 -0.2820 0.243
H 1.7747 2.0371 0.2631 0.276
C -2.8212 0.5058 -0.5183 -0.388
N -2.4530 -0.6699 -0.8197 -0.365
C -1.4587 -1.3763 -0.0675 -0.466
H -3.0295 1.2038 -1.3078 0.267
H -2.6425 0.8524 0.5090 0.318
H -0.6195 -0.7531 0.2980 0.009
H -0.9946 -2.0801 -0.8055 0.261
H -1.9089 -2.0636 0.6646 0.307
```

Summary:
SMILES = [H]/N=C/N.C=NC
highest occupied orbital energy = -0.345 Eh
LUMO energy = 0.703 eV
spin multiplicity = 1
charge = 0
max |F| = 2.2 eV/A
relative energy (zero: lowest compared OMol25 entry of this formula, charge and spin) = 213.6 kJ/mol
gap between HOMO and LUMO = 10.08 eV

[3]
Formula: C3H7ClO3P
Source: OMol25
Level of theory: ωB97M-V/def2-TZVPD

```
15
Properties=species:S:1:pos:R:3:mulliken_charge:R:1
C 0.6822 1.1905 -0.4262 -1.137
C 1.9163 -0.7454 0.5677 -1.477
C 0.4819 -0.2666 0.1715 0.596
O -2.3810 -0.3170 -1.6687 -0.552
O -3.3009 -1.3801 0.5599 -0.544
O -0.4281 -0.4321 1.1349 -0.813
P -2.6242 -0.3509 -0.2040 0.955
Cl -3.3825 1.4482 0.3141 -0.245
H 0.6461 1.9470 0.3664 0.269
H 1.6550 1.0827 -0.9691 0.321
H -0.1517 1.2561 -1.1189 0.337
H 1.6870 -1.4941 1.2182 0.511
H 2.6473 0.0301 1.0811 0.208
H 2.4295 -1.1210 -0.2922 0.375
H 0.1232 -0.8474 -0.7347 0.197
```

Summary:
highest occupied orbital energy = -0.164 Eh
LUMO energy = 3.245 eV
spin multiplicity = 1
charge = -1
max |F| = 3.2 eV/A
relative energy (zero: lowest compared OMol25 entry of this formula, charge and spin) = 238.4 kJ/mol
gap between HOMO and LUMO = 7.70 eV